{"formula": "C3H4O2", "method": "wB97M-V/def2-TZVPD", "elements": ["C", "C", "C", "O", "O", "H", "H", "H", "H"], "xyz": [[2.80823, -0.16369, -0.27792], [2.03844, -1.09454, 0.13368], [-1.73686, 0.27349, 0.29063], [-3.89043, -0.41918, -0.11147], [-2.91542, 0.40530, -0.14418], [3.84663, 0.00651, 0.14808], [2.28136, 0.38695, -1.14328], [-1.19317, 1.19921, 0.48584], [-1.23878, -0.59406, 0.61862]], "forces_ev_per_angstrom": [[0.89, 1.05, -0.65], [-0.57, -0.51, 0.26], [-0.46, 0.94, 0.04], [-0.86, -2.25, -0.19], [1.99, 2.84, 0.68], [-1.44, 0.07, -0.84], [1.08, -0.59, 1.23], [-0.36, 0.04, -0.83], [-0.26, -1.60, 0.32]], "gap_ev": [8.793, 8.801], "e_above_lowest_kcal_mol": 222.8, "homo_energy_ev": [-9.53, -9.54], "total_charge": 0, "e_tot_ha": -266.8377}


{"formula": "C10H19N3O11PSn", "method": "wB97M-V/def2-TZVPD", "elements": ["Sn", "O", "C", "C", "N", "C", "C", "O", "O", "C", "C", "O", "O", "H", "H", "H", "H", "H", "H", "H", "H", "H", "O", "C", "O", "C", "O", "O", "N", "C", "P", "O", "O", "C", "N", "H", "H", "H", "H", "H", "H", "H", "H", "H", "H"], "xyz": [[-1.26937, 1.38817, -0.91221], [-0.00998, -0.81207, 1.09580], [-0.16162, -2.00730, 0.32216], [-1.39721, -1.99018, -0.55516], [-1.35995, -1.04836, -1.66960], [-2.67177, -1.15884, -2.34940], [-3.01738, 0.08039, -3.15416], [-3.90859, 0.11924, -4.01047], [-2.34274, 1.19159, -2.78091], [-0.34464, -1.37842, -2.66117], [1.03999, -0.77661, -2.39830], [2.10986, -1.43373, -2.53258], [1.03704, 0.48454, -2.04754], [0.45770, -0.06407, 0.63308], [-0.30987, -2.80264, 1.08327], [0.76087, -2.28183, -0.15835], [-2.21479, -1.67708, 0.14565], [-1.60263, -3.02623, -0.89162], [-3.41436, -1.33241, -1.57635], [-2.68189, -2.03900, -2.94122], [-0.75755, -1.02755, -3.60755], [-0.24396, -2.46326, -2.76659], [-2.32691, 0.67232, 3.54955], [-2.25392, 1.17294, 2.46608], [-1.30536, 1.91545, 1.96444], [-3.39946, 0.86418, 1.38674], [-4.58147, 0.92306, 1.66046], [-2.91677, 0.55136, 0.22767], [3.43872, 0.55935, -0.92677], [3.29711, 0.40832, 0.54551], [2.30902, 1.87947, 1.14508], [3.21791, 3.02860, 0.89202], [0.92263, 1.66737, 0.54777], [2.04457, 1.54330, 2.96990], [0.68777, 1.07375, 3.20595], [2.44504, 0.57179, -1.40367], [3.88393, -0.28998, -1.35909], [3.96479, 1.39912, -1.15873], [4.32736, 0.47923, 0.92844], [2.87426, -0.59099, 0.69587], [2.14872, 2.47856, 3.48868], [2.83268, 0.88119, 3.35293], [0.41360, 1.07544, 4.18332], [0.54662, 0.13235, 2.85379], [-0.26801, 1.65952, 2.51729]], "forces_ev_per_angstrom": [[-0.39, 0.36, -0.36], [0.37, 0.13, -0.52], [-0.16, -0.10, 1.33], [-0.20, -0.05, 1.28], [-0.62, -0.15, 0.23], [0.13, 0.65, 0.85], [-0.52, 3.17, -0.36], [1.38, -0.90, 1.16], [-1.01, -2.24, -0.61], [0.48, -0.37, -0.20], [1.46, 1.36, 0.08], [-1.74, 0.36, 0.17], [-0.06, -1.95, -0.17], [-0.39, -0.50, 0.19], [-0.12, 0.32, -0.43], [0.47, 0.07, -0.69], [0.50, -0.22, -0.84], [0.09, 0.29, -0.09], [-0.30, 0.46, 0.02], [-0.03, -0.87, -0.95], [0.58, 0.29, -0.15], [0.05, -0.10, 0.09], [0.48, -0.48, 1.70], [-1.23, 0.25, -2.47], [0.40, -0.19, 0.67], [0.41, 0.62, 0.54], [0.33, -0.12, 0.24], [-0.01, -0.28, -0.58], [-0.04, -1.17, -0.83], [0.76, 0.06, -0.07], [-0.89, -0.98, 0.05], [-0.26, -0.02, 0.03], [1.82, 0.39, 0.35], [0.51, 0.15, -0.51], [0.04, -0.43, 0.17], [-0.01, 0.41, -0.11], [-0.53, 1.09, 0.40], [-0.15, 0.06, 0.02], [-0.44, -0.26, 0.31], [-0.04, 0.28, 0.30], [0.23, 0.58, 0.14], [-0.17, -0.06, -0.03], [0.02, 0.06, -0.03], [-0.08, -0.24, -0.08], [-1.11, 0.28, -0.22]], "gap_ev": 7.624, "e_above_lowest_kcal_mol": 0.0, "homo_energy_ev": -5.33, "total_charge": -1, "e_tot_ha": -1940.2879}


{"formula": "C4H5N", "method": "wB97M-V/def2-TZVPD", "elements": ["C", "C", "C", "C", "H", "H", "H", "H", "H", "N"], "xyz": [[1.31036, 0.06452, -1.74215], [0.86411, -0.47809, -0.61952], [-0.57977, -0.47976, -0.18895], [-0.81996, 0.21685, 1.07324], [0.68061, 0.50258, -2.51370], [2.39886, 0.04589, -1.91534], [1.58956, -0.84116, 0.08629], [-0.93862, -1.51062, -0.10770], [-1.20887, -0.01685, -0.93000], [-1.02429, 0.83986, 2.03497]], "forces_ev_per_angstrom": [[0.72, -0.26, -0.09], [-0.15, 0.80, -0.11], [0.09, -0.64, -0.02], [-0.28, 1.21, 1.65], [0.03, -0.06, 0.23], [-0.69, 0.09, -0.11], [0.07, -0.29, 0.26], [0.01, 0.04, 0.20], [-0.18, 0.28, -0.43], [0.38, -1.17, -1.58]], "gap_ev": 11.492, "e_above_lowest_kcal_mol": 19.6, "smiles": "C=CCC#N", "homo_energy_ev": -10.59, "total_charge": 0, "e_tot_ha": -210.1325}


{"formula": "C5H8", "method": "wB97M-V/def2-TZVPD", "elements": ["C", "C", "C", "C", "C", "H", "H", "H", "H", "H", "H", "H", "H"], "xyz": [[-0.98693, -0.00605, 1.06252], [-0.28764, -0.32462, -0.32096], [1.06929, -1.15560, -0.14346], [-0.09055, 1.03068, -0.87587], [0.11215, 2.14091, -1.23424], [-0.36219, 0.70299, 1.61389], [-1.08307, -0.91819, 1.83148], [-2.00716, 0.50360, 0.83978], [-0.96643, -1.01565, -0.90481], [1.48559, -1.31414, -1.16668], [1.83021, -0.66908, 0.50301], [0.75011, -2.15064, 0.21318], [0.53661, 3.17577, -1.41783]], "forces_ev_per_angstrom": [[-0.99, -1.13, 0.81], [0.02, -0.70, 1.35], [-1.05, 0.47, -1.00], [-0.23, -2.59, 0.00], [1.63, 3.75, -0.62], [-0.14, 0.09, -0.21], [-0.09, 1.69, -2.07], [1.68, -1.06, 0.65], [0.64, 1.18, 0.28], [-0.07, 0.19, 0.80], [-0.67, -0.33, -0.33], [0.44, 0.46, 0.19], [-1.16, -2.03, 0.15]], "gap_ev": 11.097, "e_above_lowest_kcal_mol": 45.5, "smiles": "C#CC(C)C", "homo_energy_ev": -9.99, "total_charge": 0, "e_tot_ha": -195.2196}


{"formula": "C20H27NO4", "method": "wB97M-V/def2-TZVPD", "elements": ["C", "C", "C", "C", "H", "H", "C", "O", "C", "O", "C", "C", "C", "C", "C", "C", "N", "C", "C", "H", "H", "H", "H", "H", "C", "C", "H", "H", "H", "H", "H", "C", "C", "H", "H", "H", "H", "H", "C", "O", "O", "C", "H", "H", "H", "H", "H", "H", "H", "H", "H", "H"], "xyz": [[-8.17622, -0.93207, 0.22605], [-7.02667, -1.66603, -0.45455], [-5.65943, -1.30748, 0.12806], [-5.28876, 0.15306, -0.11800], [-5.46250, 0.40062, -1.16663], [-5.88822, 0.82484, 0.49508], [-3.81437, 0.46365, 0.17225], [-3.03921, -0.32174, -0.70705], [-1.74390, 0.01230, -0.93866], [-1.08314, -0.74601, -1.60343], [-1.31635, 1.31901, -0.42822], [-0.05557, 1.78679, -0.18444], [1.23678, 1.19193, -0.13198], [2.30654, 2.00277, 0.29547], [3.58756, 1.53078, 0.39508], [3.90715, 0.19165, 0.08584], [5.17605, -0.29683, 0.22969], [5.43002, -1.69450, -0.09111], [6.75175, -2.24780, 0.42968], [7.60684, -1.86184, -0.11929], [6.87278, -2.03283, 1.48875], [6.74033, -3.32793, 0.30344], [4.63223, -2.27923, 0.37379], [5.38205, -1.85264, -1.17834], [6.30098, 0.61647, 0.25995], [6.58921, 1.22771, -1.11220], [7.42848, 1.91493, -1.04633], [5.71995, 1.76993, -1.47657], [6.83437, 0.44889, -1.83050], [6.10576, 1.40609, 0.98789], [7.17845, 0.07830, 0.61187], [2.83725, -0.61345, -0.35709], [1.55637, -0.13463, -0.46397], [0.78767, -0.78564, -0.84359], [3.00860, -1.63260, -0.65975], [4.34960, 2.21583, 0.72778], [2.10944, 3.03330, 0.55527], [-0.05793, 2.83972, 0.09007], [-2.39536, 2.32065, -0.26844], [-2.22032, 3.51164, -0.29304], [-3.65116, 1.84184, -0.10774], [-3.41779, 0.17959, 1.62501], [-2.39702, 0.51412, 1.80451], [-4.08717, 0.71252, 2.29400], [-3.47638, -0.88754, 1.81606], [-4.89960, -1.93699, -0.33779], [-5.66631, -1.51366, 1.19988], [-7.17711, -2.74199, -0.34179], [-7.03400, -1.44204, -1.52288], [-8.16003, -1.11043, 1.29914], [-8.11237, 0.13859, 0.05263], [-9.12935, -1.28166, -0.16382]], "forces_ev_per_angstrom": [[0.11, -0.14, -0.20], [0.05, 0.02, 0.26], [-0.06, 0.12, -0.24], [0.50, -0.13, 0.05], [-0.01, 0.08, -0.03], [0.00, 0.07, -0.01], [-0.52, -0.13, 0.75], [0.11, -0.07, -0.32], [0.25, -0.44, -0.23], [-0.12, 0.10, 0.17], [0.20, 0.33, 0.01], [-0.83, -0.09, -0.02], [0.61, -0.26, -0.06], [-0.30, -0.17, -0.13], [0.26, 0.10, 0.03], [-0.32, 0.13, 0.07], [0.09, -0.19, 0.20], [0.00, -0.22, -0.04], [-0.22, 0.14, -0.10], [0.11, 0.02, 0.01], [0.06, 0.02, 0.10], [0.02, -0.07, -0.02], [0.04, 0.03, -0.15], [-0.10, -0.08, 0.06], [0.08, 0.31, -0.19], [-0.02, -0.08, 0.28], [0.10, 0.10, -0.06], [-0.05, 0.06, -0.07], [0.04, -0.07, -0.11], [0.09, -0.10, 0.01], [-0.09, 0.06, 0.07], [0.19, -0.17, -0.04], [-0.10, 0.16, 0.04], [0.00, -0.02, -0.01], [0.05, -0.08, -0.01], [0.08, 0.03, 0.01], [-0.02, 0.10, 0.03], [-0.06, -0.05, -0.01], [0.11, 0.56, 0.08], [-0.13, -0.17, 0.06], [-0.02, 0.21, -0.21], [-0.01, 0.07, -0.40], [0.02, -0.02, 0.05], [-0.06, 0.04, 0.07], [-0.02, -0.08, 0.05], [0.03, -0.06, 0.08], [0.05, -0.08, 0.06], [0.00, -0.01, -0.09], [0.02, -0.07, -0.08], [-0.04, 0.01, 0.15], [-0.06, 0.15, 0.03], [-0.13, 0.04, 0.02]], "gap_ev": 7.426, "e_above_lowest_kcal_mol": 32.9, "smiles": "CCCCC1(C)OC(=O)C(=Cc2ccc(N(CC)CC)cc2)C(=O)O1", "homo_energy_ev": -7.81, "total_charge": 0, "e_tot_ha": -1134.0413}


{"formula": "C18H56AsF6O10", "method": "wB97M-V/def2-TZVPD", "elements": ["As", "F", "F", "F", "F", "F", "F", "O", "H", "H", "O", "H", "H", "O", "H", "H", "O", "H", "H", "C", "C", "C", "O", "H", "H", "H", "H", "H", "H", "H", "H", "C", "C", "C", "O", "H", "H", "H", "H", "H", "H", "H", "H", "C", "C", "C", "O", "H", "H", "H", "H", "H", "H", "H", "H", "C", "C", "C", "O", "H", "H", "H", "H", "H", "H", "H", "H", "C", "C", "C", "O", "H", "H", "H", "H", "H", "H", "H", "H", "C", "C", "C", "O", "H", "H", "H", "H", "H", "H", "H", "H"], "xyz": [[-13.64689, -19.84859, -12.50201], [-12.95429, -21.01279, -13.71775], [-12.73250, -18.42888, -13.23029], [-14.27577, -18.71764, -11.21345], [-14.60290, -21.14799, -11.66650], [-12.22993, -20.19763, -11.46428], [-15.02178, -19.42917, -13.52274], [-10.16447, -18.64073, -13.74510], [-11.06750, -18.61228, -13.42891], [-9.63471, -18.42276, -12.97825], [-9.50970, -19.46363, -11.00152], [-8.99615, -20.16515, -11.40198], [-10.41403, -19.77460, -11.04284], [-13.49843, -21.35844, -8.65555], [-13.94217, -21.36753, -9.50363], [-12.60842, -21.65406, -8.84720], [-12.64187, -17.44587, -8.89802], [-12.90912, -18.12166, -8.27503], [-13.21723, -17.57370, -9.65225], [-12.73029, -25.25481, -17.09487], [-14.07079, -24.88887, -16.49178], [-14.05556, -23.54935, -15.86944], [-15.12103, -24.97146, -17.42734], [-12.50456, -24.47141, -17.81835], [-12.69733, -26.18487, -17.66233], [-11.88387, -25.22154, -16.40889], [-14.35801, -25.70990, -15.83489], [-15.04320, -23.17980, -15.59355], [-13.75944, -22.75536, -16.55501], [-13.40922, -23.64370, -14.99684], [-15.44582, -25.87009, -17.51997], [-16.92243, -19.90774, -9.78826], [-17.24021, -18.45502, -9.42969], [-17.19029, -17.52094, -10.60168], [-18.56546, -18.46732, -8.88089], [-15.86642, -20.03220, -10.02798], [-17.45369, -20.38748, -10.61027], [-17.13654, -20.45988, -8.87317], [-16.59373, -18.09118, -8.63108], [-16.99544, -16.47721, -10.35521], [-18.12800, -17.68962, -11.13117], [-16.42527, -17.81367, -11.32081], [-19.16312, -18.67642, -9.60247], [-16.37505, -26.20119, -9.76375], [-14.92813, -25.73081, -10.11405], [-14.94107, -24.99266, -11.42070], [-14.41759, -24.91609, -9.03880], [-17.14881, -25.44144, -9.65343], [-16.31240, -26.89675, -8.92686], [-16.63141, -26.81561, -10.62681], [-14.16202, -26.50238, -10.19059], [-15.38211, -23.99827, -11.35163], [-15.37491, -25.57613, -12.23277], [-13.90198, -24.75700, -11.65062], [-15.00896, -25.10919, -8.30764], [-14.52750, -14.69303, -11.59264], [-13.23286, -14.82395, -12.45822], [-12.19303, -13.75730, -12.08168], [-12.65553, -16.00784, -12.07453], [-14.20918, -14.67500, -10.55032], [-15.22056, -15.47893, -11.89284], [-14.99955, -13.72804, -11.77721], [-13.30708, -14.82090, -13.54568], [-11.77761, -13.82058, -11.07594], [-12.68746, -12.78596, -12.06947], [-11.38826, -13.70280, -12.81480], [-13.04997, -16.78825, -12.47073], [-12.49933, -19.00730, -16.62172], [-12.25687, -20.39174, -17.10795], [-11.17915, -20.59455, -18.20823], [-11.83845, -21.26896, -16.18398], [-13.42859, -18.89898, -16.06239], [-12.51146, -18.24794, -17.40359], [-11.65871, -18.81233, -15.95580], [-13.20755, -20.73966, -17.51199], [-11.18060, -21.60350, -18.62066], [-10.15631, -20.42522, -17.87174], [-11.31620, -19.94618, -19.07364], [-12.32000, -21.10155, -15.37055], [-14.88350, -16.53877, -15.55580], [-16.31509, -16.99952, -15.84401], [-17.47351, -16.15540, -15.22040], [-16.49830, -16.99308, -17.23189], [-14.54426, -16.65851, -14.52688], [-15.02972, -15.46997, -15.71192], [-14.16351, -16.82632, -16.32198], [-16.64183, -17.96637, -15.46120], [-17.37466, -16.07711, -14.13772], [-18.47042, -16.52636, -15.45840], [-17.35476, -15.15182, -15.62883], [-15.99330, -16.24742, -17.56441]], "forces_ev_per_angstrom": [[-0.15, 0.06, 1.01], [-1.16, 1.49, 1.55], [-1.41, -1.80, 0.62], [0.88, -1.00, -1.50], [1.29, 1.18, -1.21], [-1.31, 0.23, -0.90], [1.16, -0.52, 0.64], [0.56, -0.04, -0.63], [-0.11, 0.09, 0.05], [0.08, -0.02, 0.35], [0.53, 0.24, 0.30], [0.08, -0.18, -0.15], [-0.46, 0.00, -0.06], [-0.07, 0.14, 0.48], [-0.15, -0.01, -0.38], [0.19, -0.05, -0.10], [0.18, 0.32, 0.29], [-0.06, -0.29, 0.09], [-0.10, -0.08, -0.43], [0.57, 0.79, -0.91], [-0.31, -2.14, -0.04], [-0.46, 0.74, 0.46], [-0.79, 0.70, -1.57], [0.09, 0.11, -0.23], [-0.30, -0.21, 0.27], [-0.24, -0.15, 0.34], [0.45, 0.30, 1.20], [-0.19, -0.59, 0.48], [0.75, -0.34, -0.05], [0.05, 0.69, 0.00], [0.26, 0.02, 0.08], [1.04, 0.01, 0.78], [-0.53, -0.82, -0.36], [0.34, -0.16, -0.90], [-0.13, 0.54, 0.61], [-0.05, 0.07, 0.11], [-0.44, 0.53, -0.12], [0.07, -0.31, -0.09], [0.03, -0.28, 0.08], [-0.47, -0.01, 0.10], [-0.20, 0.57, -0.20], [0.21, -0.06, 0.16], [-0.07, -0.04, -0.08], [1.59, -1.26, -0.90], [-1.04, 0.71, 0.88], [1.04, 0.96, -0.05], [-0.36, 0.12, -0.35], [0.46, 0.25, 0.14], [-0.35, 0.19, 0.31], [-0.47, -0.14, 0.02], [-0.66, -0.86, -0.13], [-0.52, -0.16, 0.09], [0.00, 0.03, 0.08], [0.12, -0.13, -0.39], [0.22, 0.31, 0.26], [0.68, 1.06, -1.58], [0.21, 0.78, 1.55], [-0.67, 0.93, -0.26], [1.29, -1.72, 0.50], [-0.18, -0.57, -0.02], [-0.01, -0.11, 0.52], [-0.26, 0.10, -0.10], [-0.83, 0.33, -0.14], [-0.05, -0.70, -0.03], [-0.06, 0.28, -0.30], [0.07, -0.18, 0.10], [-0.12, 0.03, -0.12], [0.83, 0.78, 0.64], [-0.02, -0.15, -3.55], [-0.26, 0.82, -0.75], [0.66, -1.45, 2.69], [0.03, -0.28, 0.09], [0.05, -0.15, -0.20], [0.00, 0.56, 0.21], [-0.41, -0.19, -0.56], [-0.31, -0.19, 0.33], [-0.12, 0.16, 0.49], [-0.20, 0.24, -0.05], [0.07, -0.22, 0.42], [-1.25, 1.02, 0.21], [-1.55, -0.51, 1.11], [1.40, 0.76, -0.01], [-0.13, -0.31, -0.94], [0.09, -0.32, -0.21], [0.52, 0.57, 0.18], [-0.12, -0.56, 0.38], [1.07, -0.69, -0.39], [0.01, -0.09, 0.12], [0.25, -0.22, -0.19], [-0.31, 0.31, 0.04], [-0.03, 0.09, -0.24]], "gap_ev": 9.452, "e_above_lowest_kcal_mol": 22.3, "homo_energy_ev": -7.24, "total_charge": -1, "e_tot_ha": -4306.9300}